The following is a DFT calculation (ωB97M-V/def2-TZVPD) of a cluster of 8 separate species, C40H98N6O8S2 in total in a non-equilibrium geometry.

Structure (XYZ):
```
154
Properties=species:S:1:pos:R:3:lowdin_charge:R:1
O -2.07708 0.73348 4.34159 -0.2245
S -1.19673 -0.22592 4.94467 0.6604
O -0.10752 -0.81527 4.24730 -0.2232
O -0.67704 0.28080 6.39664 -0.1807
C -1.11004 -0.57050 7.43712 -0.1659
C -1.73723 -1.86198 6.85273 -0.1925
O -2.09178 -1.46929 5.55148 -0.2220
H -0.44788 -0.87704 8.24517 0.1343
H -1.92431 0.01037 7.87962 0.1282
H -2.63807 -2.14654 7.39164 0.1267
H -1.07496 -2.72509 6.81296 0.1179
O -2.66904 -6.31483 5.08711 -0.2284
S -3.12848 -5.08080 5.66248 0.6985
O -2.47034 -4.61086 6.84819 -0.2402
O -3.11578 -3.91089 4.49705 -0.2024
C -4.41575 -3.70412 3.96078 -0.1543
C -5.42608 -4.16316 5.04942 -0.1696
O -4.77117 -5.15499 5.81365 -0.1933
H -4.44434 -2.62531 3.82114 0.1292
H -4.65499 -4.27031 3.06157 0.1306
H -6.28677 -4.71185 4.66366 0.1324
H -5.79115 -3.34403 5.67332 0.1285
C 1.35959 -4.24702 2.35002 -0.0756
C 2.71577 -4.46567 1.72656 -0.2302
N 3.53810 -3.25419 1.62094 -0.2100
C 2.98846 -2.02637 1.10671 -0.2506
C 3.89920 -0.78806 1.35573 -0.0596
C 4.85740 -3.57244 1.09674 -0.2721
C 5.75240 -4.34625 2.07987 -0.0802
H 0.77722 -3.38796 2.02839 0.0334
H 1.47310 -4.25438 3.43462 0.0815
H 0.74165 -5.11066 2.08822 0.0761
H 3.27637 -5.16281 2.34444 0.1062
H 2.63543 -4.78462 0.67367 0.1165
H 2.82149 -2.17589 0.02407 0.0995
H 2.05090 -1.78538 1.60656 0.0945
H 4.68718 -0.72100 0.60602 0.0273
H 3.32703 0.12188 1.15438 0.0588
H 4.21187 -0.78100 2.39679 0.0841
H 5.44764 -2.67390 0.91645 0.0922
H 4.74100 -4.00110 0.08738 0.1103
H 5.49278 -5.39336 2.20185 0.0631
H 5.87865 -3.67003 2.92582 0.0796
H 6.78229 -4.32153 1.70448 0.0675
C -7.24872 0.30192 1.44486 -0.0914
C -8.44170 1.22714 1.44724 -0.2695
N -9.29760 0.99726 2.62603 -0.1659
C -10.05167 -0.27088 2.41113 -0.2695
C -10.19883 -0.91862 3.78070 -0.1004
C -10.31822 2.05875 2.73156 -0.2733
C -9.70772 3.37611 3.14455 -0.1021
H -6.96192 0.00241 0.43627 0.0754
H -7.44676 -0.61987 2.00081 0.0625
H -6.36474 0.64143 1.98737 0.0620
H -8.07280 2.25512 1.46264 0.0976
H -8.98940 1.23963 0.49439 0.1190
H -11.07454 -0.16076 2.03187 0.1109
H -9.52844 -0.92427 1.71446 0.1027
H -10.73872 -0.29496 4.49566 0.0658
H -10.63817 -1.91605 3.72319 0.0689
H -9.21808 -0.96783 4.26131 0.0658
H -11.11171 1.86688 3.45511 0.1135
H -10.78822 2.16827 1.74424 0.1148
H -10.48100 4.12704 3.35607 0.0726
H -9.03839 3.77741 2.38939 0.0603
H -9.31064 3.39916 4.16353 0.0784
C 6.47115 4.34883 -0.23478 -0.0787
C 5.62575 3.08152 -0.61282 -0.2153
N 4.53306 3.59310 -1.47569 -0.1954
C 4.59252 3.04886 -2.83655 -0.2304
C 6.00004 3.22104 -3.52858 -0.0603
C 3.19958 3.36091 -0.92305 -0.2476
C 3.00983 4.25528 0.32376 -0.0619
H 5.90576 5.24757 -0.01985 0.0578
H 7.22569 4.43566 -1.01682 0.0528
H 7.10351 4.18827 0.64773 0.0631
H 6.25759 2.34189 -1.10050 0.0928
H 5.23489 2.60080 0.28684 0.1066
H 4.38574 1.96987 -2.82395 0.1044
H 3.87258 3.60164 -3.43518 0.0820
H 5.76245 3.56370 -4.53710 0.0630
H 6.57472 4.03501 -3.09462 0.0603
H 6.47447 2.24514 -3.56808 0.0528
H 3.07403 2.29733 -0.67327 0.0870
H 2.39142 3.58519 -1.61917 0.0809
H 2.69556 3.63495 1.16657 0.0672
H 2.18288 4.93217 0.10087 0.0630
H 3.84314 4.85874 0.66884 0.0575
C -3.07144 0.05820 1.35488 -0.0635
C -2.69833 -0.42083 -0.06153 -0.2239
N -1.26636 -0.70516 -0.23918 -0.1855
C -0.44884 0.50553 -0.18916 -0.2436
C 0.81399 0.28763 -1.01392 -0.0888
C -0.73971 -1.88572 0.42913 -0.2423
C -1.38838 -3.20161 -0.07205 -0.0612
H -4.12150 0.34533 1.25776 0.0524
H -2.47133 0.95247 1.52824 0.0672
H -2.95568 -0.57778 2.22872 0.0490
H -3.18686 -1.36182 -0.31785 0.0900
H -2.96715 0.30166 -0.83063 0.1084
H -0.11304 0.82144 0.80881 0.1158
H -0.95719 1.38259 -0.58996 0.0969
H 0.63482 -0.05031 -2.04338 0.0701
H 1.40267 -0.58728 -0.72560 0.0390
H 1.38771 1.20837 -1.12507 0.0479
H 0.32313 -1.98771 0.23024 0.0783
H -0.96626 -1.86718 1.50373 0.1034
H -0.86479 -3.56289 -0.95534 0.0741
H -1.04031 -3.91878 0.68133 0.0512
H -2.47018 -3.21657 0.00088 0.0593
C -1.32343 2.36636 -3.34858 -0.0862
C -0.61557 2.65004 -4.66599 -0.2612
N -0.05638 3.97832 -4.79062 -0.1852
C 0.98016 4.37283 -3.87600 -0.2753
C 1.35489 5.87143 -3.76131 -0.0680
C 0.29325 4.28572 -6.16600 -0.2392
C 1.38336 3.33361 -6.72837 -0.0844
H -0.59586 2.33328 -2.54065 0.0389
H -2.07848 1.58065 -3.38512 0.0753
H -2.01090 3.16961 -3.05131 0.0807
H 0.08165 1.82400 -4.86358 0.1076
H -1.31677 2.52567 -5.49681 0.1178
H 0.65685 4.12456 -2.85785 0.0910
H 1.91933 3.80069 -3.87443 0.0824
H 2.21039 6.13694 -4.38529 0.0658
H 0.56551 6.55829 -4.06429 0.0750
H 1.62821 5.98297 -2.71367 0.0629
H 0.76737 5.26613 -6.26465 0.1023
H -0.57899 4.35762 -6.81869 0.1131
H 2.29693 3.34017 -6.13889 0.0629
H 1.66771 3.65547 -7.73628 0.0683
H 1.01134 2.32556 -6.91361 0.0601
C 5.17211 -1.77620 -6.10847 -0.1029
C 5.55372 -1.77337 -4.64772 -0.2378
N 4.49216 -1.30276 -3.74713 -0.1917
C 3.11806 -1.52445 -4.07636 -0.2385
C 2.66349 -2.99672 -3.81506 -0.0697
C 4.79954 -1.44809 -2.35370 -0.2750
C 6.04374 -0.71770 -1.86179 -0.0878
H 4.32421 -2.40330 -6.37989 0.0683
H 6.01234 -2.03506 -6.75456 0.0744
H 4.91034 -0.76652 -6.44465 0.0797
H 5.80310 -2.81562 -4.39772 0.1152
H 6.44833 -1.17865 -4.47007 0.1065
H 2.42915 -0.81556 -3.61225 0.1013
H 3.00569 -1.32617 -5.14304 0.0917
H 2.44632 -3.22538 -2.77025 0.0519
H 1.71919 -3.18821 -4.33440 0.0664
H 3.36277 -3.74779 -4.18432 0.0679
H 4.77920 -2.44461 -1.88643 0.1043
H 4.02664 -0.91633 -1.78182 0.1015
H 6.17529 -0.55690 -0.79464 0.0568
H 6.06503 0.25928 -2.36125 0.0486
H 6.98673 -1.11227 -2.25859 0.0688
```

Properties
**Spin multiplicity**: 1
**Structure (SMILES)**: O=S1(=O)OCCO1.O=S1(=O)OCCO1.CCN(CC)CC.CCN(CC)CC.CCN(CC)CC.CCN(CC)CC.CCN(CC)CC.CCN(CC)CC
**ΔE to the lowest compared entry with this formula, charge and spin**: 0.0 kJ/mol
**Kohn-Sham gap**: 0.2940 Ha
**HOMO energy**: -7.75 eV
**E**: -3309.4024 hartree